[1]
The following is a quantum chemistry calculation of 2 unconnected molecules or ions with the total composition C4H6N4 at a distorted geometry, from OMol25.

Summary:
Kohn-Sham gap (spin up / spin down) in eV: 7.5594 / 7.5627
DFT total energy in eV: -10202.8748
LUMO energy (spin up / spin down) in Eh: 0.019 / 0.019
Relative energy (zero: lowest compared OMol25 entry of this formula, charge and spin) in kJ/mol: 295.7
Largest force on an atom in hartree/bohr: 0.069
HOMO level (spin up / spin down) in eV: -7.033 / -7.035

Geometry as XYZ:
```
14
Properties=species:S:1:pos:R:3:forces:R:3
C 0.22497 -1.70888 -0.59726 -0.0353 0.3744 1.2284
C -0.96672 -1.43372 -1.09446 0.7728 2.5697 1.0143
C 0.60118 -0.56349 0.32936 0.0893 -1.9985 -0.4916
C -0.49947 1.59862 0.52036 2.2064 0.2354 1.8239
N -3.66177 -0.23558 0.74475 -1.8282 1.6516 -2.1056
N -4.22402 0.32956 -0.02865 1.4410 -1.6199 2.3157
N -1.40464 -0.15091 -0.80565 0.9372 1.2893 1.5851
N -0.44695 0.40002 0.08915 -1.3420 -1.5162 -2.6661
H 0.79462 -2.58054 -0.56146 0.6143 -1.3194 -0.2705
H -1.62950 -1.92361 -1.70608 -1.0804 -1.5004 -1.3821
H 0.54336 -0.92673 1.36293 0.2813 0.4380 -0.0990
H 1.59129 -0.31244 -0.00235 0.4703 1.0866 0.4905
H 0.19834 2.09480 1.19923 0.5483 -1.0897 -0.3394
H -1.32844 2.16556 0.47749 -3.0749 1.3991 -1.1035
```
Forces are in eV/Å.

***

[2]
The following is a quantum chemistry calculation of C4H6N4 in the gas phase at a distorted geometry, from OMol25.

Summary:
Kohn-Sham gap in eV: 8.7915
DFT total energy in eV: -10199.4452
LUMO energy in Eh: 0.009
Relative energy (zero: lowest compared OMol25 entry of this formula, charge and spin) in kJ/mol: 626.6
SMILES string: c1cn[nH]cn[nH]c1
Largest force on an atom in hartree/bohr: 0.106
HOMO level in eV: -8.542

Geometry as XYZ:
```
14
Properties=species:S:1:pos:R:3:forces:R:3
C -1.69794 0.44338 -0.32940 -2.4302 -0.2307 -4.0408
C -0.71242 1.48767 0.03455 1.6127 0.5535 0.8095
N 0.58540 1.63486 0.19681 -1.4148 -1.7341 -0.8240
N 1.58122 0.60180 -0.06343 -1.5206 2.3968 0.5135
C 1.49236 -0.74923 -0.27367 2.4306 -2.7945 -1.5963
N 0.54883 -1.65748 -0.18817 0.8362 2.1793 2.5427
N -0.48528 -1.01432 0.79140 2.5307 -4.1789 -1.5280
C -1.60641 -0.88316 -0.06212 2.4444 4.8145 0.8665
H -2.41294 0.74824 -1.26194 1.3199 -0.2754 2.7138
H -1.07418 2.48123 0.26244 -0.7948 0.0426 -0.1648
H 2.27389 1.25983 -0.45042 0.3917 -1.9274 0.3267
H 2.58906 -1.20517 -0.51213 -2.6675 1.2565 -0.0390
H 0.17205 -0.33187 1.24696 -2.7851 -0.0261 -0.4066
H -2.01254 -1.69820 -0.65738 0.0468 -0.0761 0.8267
```
Forces are in eV/Å.

***

[3]
The following is a quantum chemistry calculation of C4H6N4 in the gas phase at a distorted geometry, from OMol25.

Summary:
Kohn-Sham gap in eV: 8.6951
DFT total energy in eV: -10202.0153
LUMO energy in Eh: 0.019
Relative energy (zero: lowest compared OMol25 entry of this formula, charge and spin) in kJ/mol: 378.6
SMILES string: [H]/N=C1\NNC=NC1=C
Largest force on an atom in hartree/bohr: 0.106
HOMO level in eV: -8.173

Geometry as XYZ:
```
14
Properties=species:S:1:pos:R:3:forces:R:3
H -2.26929 0.78458 -1.61223 1.0313 -0.6779 0.1816
N -1.63527 -0.02964 -1.41564 -1.0928 1.6518 0.4042
C -0.77617 0.16528 -0.49182 0.3598 -1.5077 0.1078
N -0.48423 1.28627 0.24223 -2.5821 4.2071 -0.9473
N 0.85154 1.51099 0.69068 1.4329 1.3261 1.3624
C 1.54456 0.43257 1.21056 -1.8112 -4.9061 -1.6079
N 1.12980 -0.83702 0.93122 0.6291 3.2082 -0.1456
C 0.01185 -1.02103 -0.02345 1.9456 -1.5834 -0.7168
C -0.17954 -2.21179 -0.71298 -0.8528 2.3982 1.6503
H -1.03922 2.23255 -0.19457 2.6628 -3.3150 1.6646
H 0.99197 2.28763 1.38140 -1.0810 -0.5823 -1.2648
H 2.51839 0.57940 1.79976 -1.8485 0.0650 -0.9208
H -1.17410 -2.11479 -1.31244 2.3258 -0.9884 0.6747
H 0.50973 -3.06501 -0.49272 -1.1191 0.7042 -0.4423
```
Forces are in eV/Å.

***

[4]
The following is a quantum chemistry calculation of C4H6N4 in the gas phase at a distorted geometry, from OMol25.

Summary:
Kohn-Sham gap in eV: 7.5907
DFT total energy in eV: -10201.0775
LUMO energy in Eh: -0.010
Relative energy (zero: lowest compared OMol25 entry of this formula, charge and spin) in kJ/mol: 469.1
SMILES string: [H]/N=N/c1cc(N)c[nH]1
Largest force on an atom in hartree/bohr: 0.114
HOMO level in eV: -7.861

Geometry as XYZ:
```
14
Properties=species:S:1:pos:R:3:forces:R:3
H 4.22970 -0.34428 0.28577 -1.6779 0.0206 -1.0280
N 3.27215 0.10332 0.12388 -2.3745 -2.4939 -0.8435
N 2.37811 -0.77481 -0.31178 2.4733 2.8991 2.4166
C 1.04277 -0.27433 -0.29148 -0.5292 -0.5262 1.6644
C -0.09911 -1.06750 -0.12677 -3.7461 -2.0483 -0.6873
C -1.34967 -0.21934 -0.24642 4.9748 2.3666 1.9621
N -2.74345 -0.49942 -0.07758 0.3138 -0.5547 2.7791
C -0.78955 1.16629 -0.15942 -0.7624 -3.9060 -0.1085
N 0.64513 1.02607 -0.02676 -4.5837 -1.4176 -1.4703
H -0.31644 -2.24199 0.15678 1.4280 3.1395 -1.2839
H -3.02292 0.50464 0.16129 -0.6711 -2.3404 0.1244
H -2.91414 -1.24992 0.84156 0.6323 3.2281 -3.3439
H -1.50142 2.06331 -0.22240 2.0919 -0.9532 0.3253
H 1.16885 1.80794 -0.10665 2.4308 2.5864 -0.5065
```
Forces are in eV/Å.

***

[5]
The following is a quantum chemistry calculation of C4H6N4 in the gas phase at a distorted geometry, from OMol25.

Summary:
Kohn-Sham gap in eV: 9.3514
DFT total energy in eV: -10204.9778
LUMO energy in Eh: -0.006
Relative energy (zero: lowest compared OMol25 entry of this formula, charge and spin) in kJ/mol: 92.8
SMILES string: [H]/N=C1N=C/C(=N/C)N\1
Largest force on an atom in hartree/bohr: 0.051
HOMO level in eV: -9.524

Geometry as XYZ:
```
14
Properties=species:S:1:pos:R:3:forces:R:3
H -3.70378 -0.46718 -0.00880 0.1887 -0.0969 0.0329
N -2.83023 -0.99978 -0.00172 1.3036 1.5844 -0.1112
C -1.84856 -0.17429 -0.01366 0.5519 -0.6890 0.2538
N -1.83667 1.28324 0.00994 -2.4243 -0.9601 -0.1474
C -0.65555 1.67372 -0.00396 2.2126 0.2168 0.1648
C 0.34499 0.54272 -0.00625 -2.5120 0.5210 -0.0531
N 1.57316 0.67375 -0.01032 1.5732 0.3144 0.4050
C 2.31558 -0.55482 0.01515 1.3523 -0.3406 -0.5400
N -0.47156 -0.56721 -0.00721 -1.5589 0.7401 -0.0596
H -0.33100 2.72053 0.04048 -0.2581 -0.3945 -0.1100
H 2.08338 -1.12292 -0.89924 -0.0917 -0.2856 0.3374
H 3.39363 -0.32191 -0.08590 -0.5314 -0.1709 0.3474
H 2.16389 -1.17210 0.92817 -0.0565 0.3576 -0.5253
H -0.19727 -1.51375 0.04332 0.2507 -0.7967 0.0054
```
Forces are in eV/Å.

***

[6]
The following is a quantum chemistry calculation of C4H6N4 in the gas phase at a distorted geometry, from OMol25.

Summary:
Kohn-Sham gap in eV: 8.3365
DFT total energy in eV: -10201.8860
LUMO energy in Eh: -0.001
Relative energy (zero: lowest compared OMol25 entry of this formula, charge and spin) in kJ/mol: 391.1
SMILES string: [H]/N=N/Cc1ncc[nH]1
Largest force on an atom in hartree/bohr: 0.128
HOMO level in eV: -8.372

Geometry as XYZ:
```
14
Properties=species:S:1:pos:R:3:forces:R:3
H 3.22711 1.48607 -0.23015 -0.4833 -0.6973 -0.0101
N 2.36811 0.97712 0.07515 -0.2574 -1.0066 -0.1556
N 2.46026 -0.23142 -0.24735 2.9889 3.8529 0.6260
C 1.48221 -1.11099 0.08213 -6.3188 -1.6108 -0.8498
C -0.26603 -0.47223 -0.06243 2.3776 -1.7962 0.9073
N -1.39124 -1.19249 -0.18919 5.5699 -2.9717 -0.7070
C -2.35687 -0.36538 -0.15572 -2.8236 1.9736 0.3967
C -1.91524 0.90415 0.11791 -5.1160 0.9448 -1.1614
N -0.62401 0.79956 0.22658 3.0631 0.7053 -0.2548
H 1.28525 -1.49663 1.13053 1.3616 0.3285 -1.2403
H 1.64071 -1.86653 -0.75628 -1.1304 0.1936 1.7300
H -3.31902 -0.77129 -0.32350 -1.0957 0.3337 -0.0874
H -2.55753 1.77463 -0.14286 1.1720 -0.2854 0.9925
H -0.03369 1.56544 0.47518 0.6921 0.0354 -0.1861
```
Forces are in eV/Å.